C17H19BF16N2O2S3 | wB97M-V/def2-TZVPD

HOMO-LUMO gap ... 7.9 eV
LUMO level ... -1.051 eV
Strongest force on any atom ... 0.1271 Eh/bohr
SMILES ... FC(F)C(F)(F)COC(F)(F)C(F)F.FC(F)C(F)(F)COC(F)(F)C(F)F.S=C(SCCCBS)n1ccnc1
Multiplicity ... 1

Element x y z (Å)
F1 0.769 0.803 -2.032
C1 0.345 0.938 -0.761
F2 -0.222 2.168 -0.679
C2 1.481 0.807 0.254
F3 2.389 1.800 0.102
F4 0.941 0.984 1.498
C3 2.215 -0.550 0.275
O1 3.458 -0.629 -0.436
C4 3.400 -0.909 -1.819
F5 2.148 -1.269 -2.157
F6 4.166 -2.009 -2.005
C5 3.948 0.238 -2.674
F7 3.257 1.381 -2.473
F8 3.843 -0.054 -3.993
H1 -0.438 0.198 -0.576
H2 2.499 -0.722 1.317
H3 1.553 -1.385 0.029
H4 4.997 0.435 -2.442
F9 1.680 1.023 -8.038
C6 2.576 0.500 -7.180
F10 3.675 1.294 -7.248
C7 2.942 -0.945 -7.522
F11 3.555 -1.022 -8.728
F12 3.868 -1.361 -6.607
C8 1.784 -1.964 -7.479
O2 1.172 -2.308 -8.730
C9 0.144 -1.464 -9.206
F13 -0.209 -0.592 -8.245
F14 -0.931 -2.263 -9.397
C10 0.509 -0.784 -10.530
F15 1.619 -0.024 -10.409
F16 -0.487 0.042 -10.935
H5 2.173 0.576 -6.167
H6 2.224 -2.905 -7.136
H7 1.039 -1.715 -6.718
H8 0.690 -1.523 -11.313
S1 -4.778 -1.601 9.865
C11 -4.076 -0.215 9.228
S2 -2.325 0.303 9.611
C12 -1.807 1.483 8.278
C13 -0.843 0.857 7.157
C14 -1.314 -0.566 6.573
B1 -1.723 -0.540 4.993
S3 -0.714 0.340 3.672
N1 -4.792 0.691 8.284
C15 -4.757 0.320 6.898
C16 -5.514 1.433 6.151
N2 -5.923 2.346 7.211
C17 -5.496 1.930 8.515
H9 -2.665 2.008 7.742
H10 -1.205 2.319 8.799
H11 -0.827 1.588 6.271
H12 0.194 0.740 7.643
H13 -0.398 -1.269 6.656
H14 -2.160 -1.067 7.147
H15 -2.684 -1.126 4.632
H16 0.604 -0.087 3.746
H17 -4.228 -0.621 6.555
H18 -5.671 1.502 5.034
H19 -5.626 2.425 9.522

---

CHNO2S | wB97M-V/def2-TZVPD

HOMO-LUMO gap (spin up / spin down) ... 7.6 / 7.6 eV
LUMO level (spin up / spin down) ... -2.745 / -2.745 eV
Strongest force on any atom ... 0.1318 Eh/bohr
ΔE to the lowest compared entry with this formula, charge and spin ... 77.4 kcal per mole
SMILES ... O=[N+]([O-])C=S
Multiplicity ... 1

Element x y z (Å)
O1 1.430 0.970 0.098
N1 0.240 0.739 -0.009
O2 -0.640 1.562 -0.105
C1 -0.081 -0.639 -0.013
S1 -1.706 -1.314 0.017
H1 0.757 -1.318 0.011

---

C29H42Cl2N7O14P | wB97M-V/def2-TZVPD

HOMO-LUMO gap ... 7.5 eV
LUMO level ... -1.106 eV
Strongest force on any atom ... 0.0306 Eh/bohr
SMILES ... CCP(CC)c1c(Cl)c2c(c(CC(=O)Cl)c1CCCNCc1ccccc1O)C(=O)NC2=O.C[N+](=O)[O-].C[N+](=O)[O-].C[N+](=O)[O-].C[N+](=O)[O-].C[N+](=O)[O-]
Multiplicity ... 1

Element x y z (Å)
C1 -3.928 1.169 2.874
C2 -2.700 1.337 3.791
P1 -1.145 1.624 2.869
C3 0.157 1.292 4.151
C4 0.678 2.593 4.780
C5 -0.864 0.212 1.690
C6 -1.189 -1.130 1.921
Cl1 -1.848 -1.672 3.422
C7 -0.956 -2.085 0.946
C8 -0.352 -1.720 -0.246
C9 0.036 -0.419 -0.520
C10 0.706 -0.140 -1.840
C11 2.009 -0.890 -1.977
O1 2.699 -1.293 -1.101
Cl2 2.498 -1.053 -3.671
C12 -0.249 0.562 0.449
C13 0.050 2.015 0.176
C14 1.208 2.627 0.984
C15 2.468 2.894 0.140
N1 3.707 3.020 0.880
C16 4.179 1.806 1.526
C17 5.211 1.018 0.742
C18 5.132 -0.369 0.788
C19 6.009 -1.183 0.092
C20 6.999 -0.604 -0.685
C21 7.113 0.774 -0.726
C22 6.238 1.582 -0.018
O2 6.429 2.947 -0.111
C23 -0.213 -2.936 -1.076
O3 0.126 -3.031 -2.226
N2 -0.578 -4.052 -0.267
C24 -1.227 -3.541 0.904
O4 -1.881 -4.225 1.641
H1 -4.645 1.961 3.071
H2 -3.671 1.187 1.816
H3 -4.436 0.242 3.121
H4 -2.811 2.240 4.395
H5 -2.605 0.520 4.498
H6 -0.264 0.629 4.906
H7 0.954 0.727 3.667
H8 0.459 3.450 4.145
H9 1.751 2.544 4.950
H10 0.198 2.762 5.742
H11 0.076 -0.451 -2.670
H12 0.987 0.904 -1.946
H13 0.225 2.204 -0.880
H14 -0.863 2.554 0.424
H15 0.868 3.597 1.352
H16 1.446 2.042 1.872
H17 2.305 3.845 -0.369
H18 2.592 2.150 -0.652
H19 3.650 3.782 1.538
H20 3.355 1.110 1.723
H21 4.594 2.065 2.503
H22 4.348 -0.828 1.377
H23 5.900 -2.256 0.145
H24 7.670 -1.235 -1.250
H25 7.891 1.243 -1.311
H26 6.793 3.267 0.718
H27 -1.209 -4.659 -0.784
C25 -9.060 0.936 2.733
N3 -7.685 1.369 3.109
O5 -7.381 2.525 2.911
O6 -6.960 0.526 3.593
H28 -9.583 1.788 2.319
H29 -8.958 0.136 2.006
H30 -9.539 0.570 3.635
C26 0.985 0.890 -6.453
N4 0.719 2.300 -6.057
O7 0.680 2.555 -4.870
O8 0.554 3.101 -6.950
H31 1.108 0.317 -5.545
H32 0.131 0.553 -7.032
H33 1.886 0.884 -7.060
C27 -2.237 1.442 -3.148
N5 -2.622 2.611 -2.309
O9 -3.124 2.383 -1.226
O10 -2.371 3.710 -2.749
H34 -2.500 0.538 -2.612
H35 -2.764 1.504 -4.095
H36 -1.165 1.522 -3.308
C28 -1.626 -2.750 -5.373
N6 -1.896 -1.287 -5.316
O11 -3.042 -0.918 -5.169
O12 -0.936 -0.548 -5.409
H37 -2.569 -3.273 -5.272
H38 -1.155 -2.953 -6.330
H39 -0.945 -2.982 -4.558
C29 -0.215 -6.597 2.340
N7 0.253 -7.889 2.917
O13 -0.373 -8.358 3.843
O14 1.237 -8.391 2.415
H40 -1.092 -6.274 2.881
H41 0.601 -5.888 2.441
H42 -0.436 -6.773 1.293

---

CH4NP | wB97M-V/def2-TZVPD

HOMO-LUMO gap (spin up / spin down) ... 8.2 / 8.2 eV
LUMO level (spin up / spin down) ... -0.858 / -0.857 eV
Strongest force on any atom ... 0.0502 Eh/bohr
ΔE to the lowest compared entry with this formula, charge and spin ... 80.6 kcal per mole
Multiplicity ... 1

Element x y z (Å)
C1 -0.487 0.036 -0.329
N1 1.564 2.732 1.434
P1 1.179 1.425 0.762
H1 -0.664 -0.679 0.492
H2 0.372 -0.347 -1.035
H3 -1.473 0.396 -0.712
H4 1.847 0.186 0.847

---

Table of E (hartree), in record order: -3736.307582, -641.967275, -3828.190825, -436.435556